A single C6H12F2NO5PSi molecule in a non-equilibrium geometry, computed with the ωB97M-V functional and the def2-TZVPD basis.

The calculation puts the HOMO energy at -10.6 eV. As for the spin multiplicity: 1. As for the maximum force: 3.175 eV/Å. For the orbital gap, the calculation gives 10.88 eV. Its SMILES is CC[C@@H](C)[Si@H](N(C(=O)F)C(=O)F)P(=O)(O)O.

Geometry as XYZ:
```
28
Properties=species:S:1:pos:R:3:forces:R:3:nbo_charge:R:1
C 0.362273 -2.405647 0.974682 -0.87 0.62 -0.08 -0.61
C -0.894240 -1.749112 0.368085 0.74 -0.25 -0.24 -0.39
C -0.654269 -0.997752 -0.962051 -0.66 0.30 0.70 -0.65
C -2.038739 -0.793427 -1.624991 0.88 0.60 0.29 -0.60
Si 0.249460 0.639102 -0.731911 -0.20 -1.44 -0.70 1.12
N 1.811285 0.257353 0.124282 0.21 2.40 -0.17 -0.88
C 2.898319 0.245503 -0.729176 0.04 -0.59 -1.70 0.97
O 2.863923 0.119840 -1.917456 -0.22 -0.13 0.65 -0.55
F 4.067544 0.342347 -0.112391 0.16 0.17 0.67 -0.31
C 2.064488 1.046756 1.287949 0.58 -2.15 2.26 0.97
O 2.246682 0.573977 2.364845 -0.30 0.64 -0.87 -0.48
F 2.113380 2.367585 1.123822 -0.14 0.20 -0.75 -0.32
P -1.085019 2.052249 0.375452 -1.24 0.87 -0.31 1.96
O -2.316684 2.094490 -0.421294 -0.37 -0.48 -0.69 -1.10
O -1.457062 1.502429 1.825348 1.14 0.27 0.40 -0.99
O -0.516611 3.544769 0.502119 0.40 -0.61 0.62 -0.96
H 0.051443 -3.236377 1.596296 0.21 -0.29 0.04 0.22
H 1.019867 -2.716223 0.172597 0.26 -0.33 0.02 0.20
H 0.872322 -1.690305 1.605844 0.35 0.01 0.12 0.21
H -1.336472 -1.076236 1.098789 -0.20 0.07 0.09 0.20
H -1.632725 -2.517541 0.156850 -0.18 -0.15 -0.01 0.21
H -0.025285 -1.607457 -1.609831 0.21 -0.02 -0.10 0.24
H -2.365588 -1.711973 -2.092925 -0.18 -0.13 -0.12 0.21
H -2.016316 0.035100 -2.323727 -0.16 -0.07 -0.46 0.22
H -2.720044 -0.476364 -0.846958 -0.40 -0.10 0.05 0.22
H 0.522159 1.208451 -2.060979 0.08 0.39 0.22 -0.12
H -2.394888 1.292230 1.832231 -0.35 0.01 0.02 0.53
H 0.310796 3.656234 0.024499 0.20 0.22 0.06 0.51
```
Positions in Å, forces in eV/Å.